(1)
{"formula": "C18H24N4O4S2", "method": "the ωB97M-V functional and the def2-TZVPD basis", "relative_energy_kcal_mol": 2.3, "lumo_energy_ev": 0.4, "orbital_gap_ev": 8.58, "molar_mass_g_mol": 424.55, "total_charge": 0, "smiles": "COc1ccc(S(=O)(=O)N2CCCCC2)cc1NC(=O)CSc1nccn1C", "symbols": ["C", "O", "C", "C", "C", "C", "S", "O", "O", "N", "C", "C", "C", "C", "C", "C", "C", "N", "C", "O", "C", "S", "C", "N", "C", "C", "N", "C", "H", "H", "H", "H", "H", "H", "H", "H", "H", "H", "H", "H", "H", "H", "H", "H", "H", "H", "H", "H", "H", "H", "H", "H"], "positions_angstrom": [[2.30689, 4.52291, 0.62351], [2.08870, 3.31230, -0.06236], [0.93669, 2.61944, 0.18827], [-0.05777, 3.01971, 1.06837], [-1.16109, 2.20602, 1.29022], [-1.26746, 1.00984, 0.61558], [-2.58057, -0.14534, 0.98047], [-1.99699, -1.32548, 1.55469], [-3.58860, 0.53369, 1.75466], [-3.08771, -0.52956, -0.56153], [-3.88174, 0.50251, -1.18890], [-5.35538, 0.42208, -0.78807], [-5.89335, -0.97880, -1.07146], [-5.04100, -2.01169, -0.33714], [-3.58124, -1.87354, -0.76773], [-0.30824, 0.60530, -0.29166], [0.80488, 1.39907, -0.50828], [1.85829, 1.00015, -1.32583], [1.88182, -0.13515, -2.08550], [0.91957, -0.65042, -2.59806], [3.29195, -0.63045, -2.39389], [4.37771, -0.67684, -0.93579], [3.25728, -1.38492, 0.20268], [1.96206, -1.41142, 0.02712], [1.44826, -1.99479, 1.14293], [2.46237, -2.31658, 1.99586], [3.62989, -1.92757, 1.38560], [4.95869, -2.04053, 1.91317], [2.33591, 4.37055, 1.70663], [1.54131, 5.26504, 0.37916], [3.27702, 4.88148, 0.28289], [0.02176, 3.95344, 1.60136], [-1.93289, 2.48818, 1.98788], [-3.45135, 1.46088, -0.88975], [-3.77276, 0.39210, -2.27344], [-5.43180, 0.63427, 0.27919], [-5.92611, 1.17273, -1.33766], [-6.93417, -1.05182, -0.75037], [-5.85600, -1.17520, -2.14666], [-5.39386, -3.02274, -0.54744], [-5.10296, -1.83700, 0.73903], [-2.93737, -2.53205, -0.18440], [-3.46865, -2.11004, -1.83120], [-0.41312, -0.33550, -0.80200], [2.74188, 1.44041, -1.09968], [3.22547, -1.63353, -2.81470], [3.78553, 0.03200, -3.10674], [0.38949, -2.11589, 1.25537], [2.46197, -2.78086, 2.95972], [5.67484, -1.95571, 1.09593], [5.15687, -1.24666, 2.63791], [5.07990, -3.00616, 2.40458]], "atomic_forces_ev_per_a": [[0.08, 0.22, 0.11], [-0.28, -0.46, -0.15], [-0.07, -0.12, -0.06], [0.18, 0.04, -0.03], [-0.23, -0.08, 0.08], [-0.45, -0.16, 0.12], [0.31, 0.33, -0.22], [0.06, -0.25, -0.20], [0.11, 0.14, -0.22], [0.55, 0.19, 0.92], [-0.37, 0.59, -0.03], [0.04, -0.08, -0.20], [-0.01, 0.06, 0.27], [0.06, 0.02, -0.31], [-0.12, -0.65, 0.36], [0.25, 0.03, -0.07], [-0.16, 0.07, 0.06], [0.13, 0.62, 0.02], [0.20, 0.21, -0.53], [-0.17, -0.02, -0.11], [0.09, -0.42, 0.33], [0.40, 0.22, -0.20], [-0.18, 0.01, -0.19], [0.34, -0.10, -0.10], [0.20, -0.16, 0.36], [-0.35, -0.10, 0.17], [-0.32, 0.04, -0.31], [0.36, 0.07, 0.24], [-0.02, 0.00, -0.04], [0.01, -0.04, 0.01], [-0.08, 0.02, 0.06], [0.04, 0.08, 0.03], [-0.07, 0.10, 0.09], [-0.07, 0.09, -0.23], [0.06, 0.05, 0.06], [-0.08, 0.06, -0.05], [0.01, 0.05, 0.02], [-0.02, -0.02, -0.09], [-0.07, -0.04, -0.07], [0.01, -0.04, 0.06], [-0.05, -0.08, 0.06], [-0.07, -0.14, -0.21], [0.04, 0.03, 0.05], [0.07, -0.06, -0.14], [-0.08, -0.21, -0.04], [-0.14, 0.17, -0.03], [-0.02, 0.00, 0.02], [-0.23, -0.10, 0.16], [0.02, -0.09, 0.23], [0.00, -0.08, 0.07], [0.03, -0.06, -0.04], [0.04, 0.05, -0.07]]}

(2)
{"formula": "C18H24N5OV", "method": "the ωB97M-V functional and the def2-TZVPD basis", "lumo_energy_ev": [-2.5, -2.6], "spin_multiplicity": 4, "orbital_gap_ev": [8.28, 9.23], "s2": 3.76, "molar_mass_g_mol": 377.37, "total_charge": 1, "symbols": ["V", "O", "C", "N", "C", "C", "C", "C", "C", "C", "N", "C", "C", "C", "C", "C", "N", "H", "H", "H", "H", "H", "H", "H", "H", "H", "H", "C", "C", "N", "C", "C", "C", "C", "N", "H", "H", "H", "H", "H", "H", "H", "H", "H", "H", "H", "H", "H", "H"], "positions_angstrom": [[-0.14592, 1.29740, -0.13087], [-1.22741, 4.94491, -1.38624], [-1.15053, 3.89763, -0.76873], [-0.04995, 3.27825, -0.27903], [1.22925, 3.89410, -0.55935], [2.28651, 2.83673, -0.73180], [3.59849, 3.17579, -1.04402], [4.54053, 2.18181, -1.20511], [4.15772, 0.85359, -1.04393], [2.84678, 0.58807, -0.72628], [1.92190, 1.55093, -0.57203], [-2.40730, 3.08525, -0.51680], [-3.65817, 3.64451, -0.69107], [-4.77592, 2.86635, -0.43597], [-4.60133, 1.55324, -0.02254], [-3.31637, 1.06467, 0.11210], [-2.23354, 1.81015, -0.13054], [1.54071, 4.55337, 0.25985], [1.17888, 4.52566, -1.45141], [3.86191, 4.21824, -1.16312], [5.56231, 2.43392, -1.45501], [4.86518, 0.04587, -1.16213], [2.50080, -0.42768, -0.57750], [-3.72046, 4.67134, -1.02167], [-5.76959, 3.27665, -0.55515], [-5.44622, 0.91486, 0.19249], [-3.13705, 0.04571, 0.43368], [0.40544, -5.04481, -0.06872], [-0.77674, -4.17565, 0.33587], [-0.37760, -2.90935, 0.95714], [0.09586, -2.97437, 2.34122], [1.60916, -2.83673, 2.48410], [-0.41243, -1.73682, 0.31062], [-0.85202, -1.71332, -1.12727], [-0.08717, -0.59083, 0.84413], [0.04969, -5.95825, -0.54416], [1.00115, -5.33225, 0.79720], [1.05265, -4.52144, -0.77420], [-1.40480, -4.70527, 1.05388], [-1.40574, -3.97094, -0.52572], [-0.22345, -3.93557, 2.74058], [-0.42170, -2.21373, 2.93254], [2.12404, -3.64494, 1.96719], [1.88617, -2.87801, 3.53697], [1.97531, -1.89338, 2.07772], [-1.91775, -1.92443, -1.22275], [-0.31196, -2.43528, -1.73800], [-0.66950, -0.72450, -1.55550], [0.21016, -0.66145, 1.80937]], "atomic_forces_ev_per_a": [[-0.09, 0.38, -0.06], [0.17, 0.02, 0.17], [-0.18, -0.10, -0.02], [0.11, -0.14, -0.34], [0.00, 0.06, 0.11], [0.03, -0.08, -0.03], [0.00, 0.02, 0.00], [-0.02, -0.01, 0.00], [0.03, 0.02, -0.01], [0.02, 0.00, 0.03], [0.18, 0.12, 0.01], [0.03, 0.00, 0.04], [-0.03, -0.01, 0.00], [0.05, 0.00, 0.00], [-0.04, 0.01, 0.00], [0.01, -0.01, 0.01], [-0.18, -0.12, 0.04], [-0.02, 0.02, -0.02], [0.00, -0.04, -0.03], [-0.01, 0.00, 0.00], [0.00, -0.01, 0.00], [-0.01, -0.01, 0.01], [-0.01, 0.00, 0.00], [0.00, 0.00, 0.00], [0.00, 0.00, 0.00], [0.00, 0.00, 0.00], [0.01, 0.00, 0.00], [-0.02, 0.04, 0.02], [0.02, -0.08, -0.04], [-0.01, 0.04, 0.00], [0.08, -0.01, 0.05], [-0.02, 0.00, -0.02], [0.02, -0.08, 0.01], [-0.04, 0.05, -0.09], [-0.03, -0.09, 0.12], [0.00, 0.00, 0.00], [0.01, 0.00, 0.00], [0.01, -0.01, 0.00], [-0.01, 0.02, 0.01], [-0.01, 0.02, 0.01], [-0.02, 0.00, -0.01], [-0.02, 0.00, -0.01], [0.00, 0.00, -0.01], [-0.01, 0.01, 0.00], [0.01, -0.01, 0.01], [0.00, 0.00, 0.02], [0.03, -0.01, 0.03], [-0.04, -0.03, -0.02], [-0.01, 0.01, 0.00]]}

(3)
{"formula": "C18H24N6O", "method": "the ωB97M-V functional and the def2-TZVPD basis", "relative_energy_kcal_mol": 66.5, "lumo_energy_ev": 0.8, "orbital_gap_ev": 9.03, "molar_mass_g_mol": 340.43, "total_charge": 0, "smiles": "CCN(CC)c1nc(C)nc2c(-c3cnc(OC)cc3C)c(C)nn12", "symbols": ["C", "C", "N", "C", "C", "C", "N", "C", "C", "N", "C", "C", "C", "C", "N", "C", "O", "C", "C", "C", "C", "C", "C", "N", "N", "H", "H", "H", "H", "H", "H", "H", "H", "H", "H", "H", "H", "H", "H", "H", "H", "H", "H", "H", "H", "H", "H", "H", "H"], "positions_angstrom": [[5.44551, 1.97053, 3.24233], [4.03687, 2.59727, 3.32970], [2.90866, 1.65385, 3.16948], [2.02337, 1.39525, 4.34349], [2.11821, -0.14024, 4.51068], [2.21784, 1.57685, 1.87002], [2.99728, 1.85980, 0.85668], [2.59641, 1.41669, -0.42318], [3.41376, 1.58800, -1.64690], [1.39311, 1.03417, -0.64803], [0.51809, 0.88963, 0.43695], [-0.82677, 0.53078, 0.36046], [-1.47596, -0.04032, -0.77904], [-1.34525, -1.34791, -1.05237], [-1.82025, -1.93122, -2.07834], [-2.43170, -1.25223, -3.01776], [-2.87074, -1.84811, -4.14316], [-2.50076, -3.23222, -4.33421], [-2.61248, 0.11323, -2.91116], [-2.17874, 0.76873, -1.71454], [-2.33894, 2.18825, -1.38946], [-1.14135, 0.44446, 1.68543], [-2.40198, -0.12300, 2.21360], [-0.21502, 0.92068, 2.47849], [0.86130, 1.19702, 1.70337], [5.54397, 1.04921, 2.75691], [6.15676, 2.64866, 2.81852], [5.75590, 1.59820, 4.23160], [4.05945, 3.37420, 2.59686], [4.08299, 3.16994, 4.21094], [0.97066, 1.68641, 4.22697], [2.40871, 1.86317, 5.22640], [3.23060, -0.32567, 4.49274], [1.41547, -0.55984, 3.73911], [1.80225, -0.38230, 5.56870], [3.52476, 2.69163, -1.69908], [4.23868, 0.97790, -1.55903], [2.93933, 1.19766, -2.58821], [-0.64053, -1.96843, -0.38681], [-1.41349, -3.28400, -4.84816], [-2.58577, -3.83886, -3.44156], [-3.37646, -3.69170, -4.98296], [-3.31127, 0.59030, -3.61241], [-2.68218, 2.63173, -2.27100], [-1.47492, 2.71565, -1.04510], [-3.12103, 2.37446, -0.64113], [-3.05863, -0.21489, 1.39560], [-2.82132, 0.50861, 3.01539], [-2.08469, -1.11231, 2.66288]], "atomic_forces_ev_per_a": [[-0.51, -0.39, 1.78], [1.25, -1.09, -1.80], [-3.23, 1.37, -1.43], [0.32, -1.39, -0.50], [-0.18, 0.84, 1.52], [2.27, 1.01, 2.44], [-0.24, -1.53, -1.32], [-1.72, 1.19, 1.34], [-1.55, 1.30, -0.65], [-1.94, -1.31, 0.94], [0.84, 1.03, -3.95], [2.63, -0.25, 0.25], [-1.11, 2.14, -1.39], [2.72, -1.38, 2.73], [-0.76, -2.58, -2.80], [0.29, 0.37, 0.27], [0.11, -1.01, 0.13], [-0.36, -0.58, -2.37], [-1.01, 1.79, 1.51], [0.71, -2.61, -0.31], [-1.20, 0.31, 0.27], [-1.15, 0.74, 0.95], [1.34, -0.37, 1.98], [0.85, -0.02, 2.75], [1.10, -0.27, -0.58], [-0.50, -1.18, -1.68], [0.46, 0.47, 0.02], [0.19, 0.81, 0.13], [-0.68, 0.24, -1.02], [-1.04, 0.18, 1.67], [0.53, 0.17, -0.25], [0.47, 0.51, 0.28], [-1.37, -0.57, -0.56], [1.25, -0.29, 0.82], [-0.08, -0.15, -1.21], [0.88, -0.75, -0.40], [2.69, -0.48, 0.28], [-0.23, 0.62, 1.26], [-1.35, 0.77, -0.75], [-2.66, -0.10, 1.21], [0.59, 0.32, 0.42], [2.13, 1.15, 0.67], [0.75, 0.08, 0.11], [-0.53, 1.26, -1.36], [0.80, -0.06, 0.13], [0.11, -0.30, 0.00], [-1.09, -0.47, -0.69], [0.09, -0.35, -0.36], [-0.91, 0.85, -0.51]]}

(4)
{"formula": "C18H24NO3Pd", "method": "the ωB97M-V functional and the def2-TZVPD basis", "relative_energy_kcal_mol": 17.5, "lumo_energy_ev": 3.1, "orbital_gap_ev": 5.35, "molar_mass_g_mol": 408.81, "total_charge": -1, "symbols": ["Pd", "C", "O", "C", "C", "O", "C", "C", "O", "C", "H", "H", "H", "H", "H", "H", "H", "H", "H", "H", "H", "H", "H", "H", "N", "C", "C", "C", "C", "C", "C", "C", "C", "C", "C", "C", "C", "H", "H", "H", "H", "H", "H", "H", "H", "H", "H"], "positions_angstrom": [[-0.14314, -1.33093, -0.58185], [-2.88711, 0.84010, -1.45376], [-2.91948, -0.54564, -1.69449], [-3.62426, -1.29622, -0.74456], [-2.97117, -1.44777, 0.62615], [-2.09801, -2.57418, 0.62289], [-1.77488, -3.03093, 1.93680], [-0.49710, -2.48725, 2.54540], [0.59024, -3.17973, 1.99756], [1.82939, -2.55937, 2.28194], [-3.88872, 1.28131, -1.56806], [-2.20351, 1.27476, -2.17967], [-2.50729, 1.08466, -0.45777], [-3.71643, -2.29498, -1.17620], [-4.63779, -0.88589, -0.60682], [-3.76775, -1.60951, 1.36807], [-2.41539, -0.54643, 0.91039], [-1.67789, -4.11664, 1.87934], [-2.62236, -2.79538, 2.59316], [-0.53282, -2.66068, 3.63611], [-0.40962, -1.40479, 2.37900], [2.04547, -2.60411, 3.35981], [1.83297, -1.52092, 1.94272], [2.59366, -3.10005, 1.72891], [0.13548, 1.02577, 1.14312], [0.29435, 2.13719, 0.33018], [-0.39312, 3.32649, 0.59996], [-0.25525, 4.44992, -0.19666], [0.57785, 4.40143, -1.30347], [1.26847, 3.22492, -1.56863], [1.17013, 2.08275, -0.77548], [2.04228, 0.91226, -1.11733], [3.38544, 1.23697, -1.36023], [4.29960, 0.29901, -1.80746], [3.85237, -0.99358, -2.04418], [2.53058, -1.32285, -1.77652], [1.57212, -0.41837, -1.26349], [0.05222, 0.15629, 0.49072], [-0.68414, 1.11883, 1.73044], [-1.05417, 3.35061, 1.46218], [-0.80704, 5.35202, 0.04260], [0.69092, 5.25935, -1.95473], [1.91117, 3.17773, -2.43945], [3.72184, 2.25285, -1.17608], [5.33523, 0.57606, -1.97371], [4.53461, -1.74822, -2.42570], [2.22205, -2.34688, -1.96114]], "atomic_forces_ev_per_a": [[0.04, -0.43, -0.57], [0.01, 0.06, 0.08], [0.01, -0.12, -0.07], [-0.02, 0.00, 0.02], [-0.04, 0.03, -0.07], [0.29, 0.24, 0.10], [-0.13, 0.01, -0.04], [-0.13, 0.03, 0.00], [0.12, -0.04, -0.03], [-0.10, -0.01, -0.06], [0.00, -0.02, -0.01], [-0.01, 0.00, 0.02], [0.07, -0.01, 0.00], [-0.07, -0.02, 0.08], [0.03, 0.06, 0.01], [0.03, -0.06, -0.02], [-0.06, 0.00, -0.04], [0.00, -0.01, -0.08], [0.06, -0.05, 0.07], [-0.07, 0.05, -0.02], [0.04, -0.04, -0.11], [0.02, 0.01, -0.03], [-0.04, 0.06, -0.04], [0.01, -0.04, 0.03], [-0.02, -0.12, -0.24], [-0.04, 0.12, -0.02], [-0.03, -0.03, 0.03], [0.01, 0.03, -0.03], [-0.01, 0.00, 0.02], [-0.01, -0.01, -0.04], [0.00, 0.04, -0.01], [0.02, -0.06, -0.05], [-0.01, 0.03, 0.01], [0.03, -0.01, -0.01], [-0.02, 0.00, -0.02], [-0.01, -0.02, 0.02], [-0.14, -0.09, 0.24], [0.18, 0.39, 0.85], [-0.02, -0.02, 0.03], [0.01, 0.01, -0.01], [0.00, 0.01, 0.00], [-0.01, 0.01, 0.00], [0.03, -0.01, -0.01], [-0.03, 0.01, -0.02], [-0.01, -0.01, 0.00], [0.00, 0.00, 0.02], [0.01, 0.01, 0.02]]}

> Number 3 is which compound?

C18H24N6O

> What is the formula in the first record?

C18H24N4O4S2